(1)
{"formula": "C4H8N2O", "method": "ωB97M-V with the def2-TZVPD basis set", "multiplicity": 1, "total_charge": 0, "e_homo_ev": [-6.9090, -7.8915], "elements": ["C", "N", "H", "N", "H", "C", "H", "C", "C", "O", "H", "H", "H", "H", "H"], "positions_angstrom": [[1.872, 0.016, 0.037], [-1.137, -0.390, -0.499], [-1.491, -1.589, 1.380], [-0.680, 0.138, 0.671], [2.846, 1.066, 1.585], [-2.360, -0.019, -1.049], [-2.228, 0.910, -1.609], [2.475, 1.298, 0.537], [-0.762, -1.253, 0.642], [2.179, -1.056, -0.418], [-2.520, -0.748, -1.805], [-3.250, 0.070, -0.383], [0.134, -1.894, 0.565], [3.267, 1.409, -0.143], [1.657, 2.042, 0.487]], "forces_ev_per_angstrom": [[-1.3, -2.2, -0.2], [2.4, -1.4, 1.9], [-0.3, -0.4, -0.4], [1.2, 2.1, -0.1], [-0.5, 0.6, -1.2], [-1.8, 0.6, -0.5], [0.0, 0.2, 0.3], [-1.0, -1.7, 1.1], [-0.7, -0.9, -0.2], [0.1, 2.6, 1.0], [-0.8, -0.7, -0.7], [0.7, -0.1, -0.1], [-0.5, 0.4, -0.4], [1.5, 1.1, -0.7], [0.9, -0.2, 0.3]]}

---

(2)
{"formula": "C38H82N4O5", "method": "ωB97M-V with the def2-TZVPD basis set", "multiplicity": 1, "total_charge": 0, "smiles": "CC1(C)CCCC(C)(C)N1O.CC1(C)CCCC(C)(C)N1O.CC1(C)CCCC(C)(C)N1O.CC1(C)CCCC(C)(C)N1O.CCO", "e_homo_ev": -7.7514, "elements": ["C", "H", "H", "C", "H", "N", "C", "C", "H", "C", "H", "H", "O", "H", "H", "C", "H", "H", "H", "H", "C", "H", "H", "C", "C", "H", "H", "H", "H", "H", "H", "C", "H", "H", "C", "H", "O", "C", "H", "C", "H", "H", "H", "H", "H", "H", "C", "H", "H", "H", "H", "H", "H", "H", "C", "N", "C", "C", "C", "O", "N", "H", "H", "H", "C", "C", "C", "O", "H", "C", "C", "H", "H", "H", "H", "C", "H", "C", "H", "H", "H", "H", "H", "H", "C", "H", "H", "H", "H", "O", "H", "H", "H", "H", "C", "H", "H", "C", "C", "C", "H", "C", "H", "H", "C", "H", "H", "H", "H", "C", "H", "H", "N", "H", "H", "H", "C", "H", "H", "H", "H", "C", "C", "C", "C", "H", "H", "H", "H"], "positions_angstrom": [[16.776, 17.750, 5.033], [12.548, 14.720, 3.996], [11.997, 15.523, 7.997], [9.348, 20.525, -3.393], [10.116, 14.509, 11.152], [7.908, 14.191, 3.580], [11.757, 21.437, -3.540], [14.504, 20.217, 0.707], [11.731, 16.696, 2.642], [12.437, 17.114, -2.323], [4.043, 14.080, 2.707], [7.384, 10.938, 4.599], [13.824, 20.117, 1.965], [12.497, 18.779, -4.541], [17.000, 18.600, 4.389], [11.468, 19.360, 9.176], [11.493, 21.542, -4.592], [14.417, 19.274, 4.814], [7.917, 16.368, 5.248], [5.673, 12.273, 2.903], [8.429, 17.297, 8.173], [8.866, 11.805, 4.702], [10.960, 20.307, 8.992], [7.158, 13.457, 5.925], [9.763, 17.124, -2.917], [11.563, 17.946, -0.116], [8.950, 17.837, -2.778], [8.293, 11.600, 3.162], [10.303, 21.523, -1.201], [12.829, 15.030, 1.492], [13.431, 18.253, 5.663], [11.057, 17.850, -2.380], [8.989, 19.884, -4.199], [13.282, 17.695, -1.953], [7.917, 11.786, 4.168], [12.424, 16.227, -1.690], [11.827, 17.029, 10.724], [15.237, 17.336, 5.011], [10.103, 19.770, 0.502], [4.877, 14.320, 3.366], [8.958, 21.528, -3.563], [14.204, 14.401, 3.756], [7.797, 17.287, 1.876], [12.712, 18.233, 2.702], [9.665, 15.874, 7.075], [7.195, 17.537, 4.275], [10.750, 18.144, -0.815], [13.872, 20.971, 0.239], [4.384, 14.770, 4.228], [13.731, 14.293, 5.805], [6.150, 16.383, 5.114], [9.101, 16.563, 2.958], [5.828, 15.127, 1.704], [8.512, 15.179, 8.069], [15.058, 16.042, 5.865], [10.921, 17.048, 9.638], [13.529, 15.183, 4.104], [13.750, 15.585, 1.667], [8.194, 16.403, 2.374], [9.300, 14.255, 3.827], [14.986, 16.933, 3.568], [9.130, 19.484, -0.774], [12.833, 21.265, -3.498], [8.956, 19.465, 8.263], [5.720, 13.011, 3.704], [10.858, 20.601, -1.374], [5.788, 15.377, 2.764], [11.539, 18.804, -4.481], [14.545, 14.846, 1.568], [14.521, 18.966, -0.009], [10.858, 20.326, -2.836], [9.061, 16.020, 11.062], [11.648, 22.376, -2.998], [9.853, 18.837, 7.324], [15.178, 18.233, 0.459], [13.755, 15.363, 5.594], [13.524, 18.589, 0.219], [11.428, 14.915, 8.700], [8.181, 13.475, 6.300], [17.510, 17.065, 4.608], [11.163, 14.075, 8.057], [12.175, 14.541, 9.400], [9.902, 17.558, -0.463], [15.877, 15.322, 5.843], [10.244, 15.797, 9.295], [5.041, 12.463, 4.357], [14.818, 18.796, 6.569], [7.779, 17.250, 9.047], [14.692, 19.058, -1.082], [15.335, 17.911, 2.696], [9.802, 16.973, -3.996], [12.068, 17.488, 4.093], [15.004, 16.223, 6.939], [12.912, 15.790, 6.137], [9.554, 18.725, 10.743], [17.180, 18.082, 5.989], [6.592, 12.652, 6.395], [10.197, 19.551, -0.562], [14.490, 18.496, 5.574], [13.740, 16.277, 3.096], [8.735, 18.071, 11.039], [10.355, 18.400, 9.444], [9.166, 19.730, 10.575], [5.210, 16.256, 2.481], [9.203, 16.021, 8.052], [8.608, 20.170, -2.676], [12.731, 16.767, -3.313], [9.683, 13.660, 3.178], [7.851, 17.526, 7.278], [7.081, 16.491, 4.559], [15.481, 20.700, 0.685], [11.873, 20.745, -1.001], [11.399, 19.067, -3.126], [14.128, 20.782, 2.587], [10.200, 18.856, 11.611], [9.701, 16.167, -2.399], [7.266, 15.516, 3.324], [6.703, 14.424, 6.139], [12.615, 16.817, 10.217], [8.567, 15.709, 1.620], [8.783, 14.450, 10.120], [7.174, 13.143, 4.399], [9.424, 18.480, 8.260], [9.491, 15.162, 10.544], [12.529, 17.249, 3.135], [14.726, 18.636, 2.853], [13.889, 16.352, 0.904], [12.104, 19.454, 10.056], [12.232, 19.090, 8.447]], "forces_ev_per_angstrom": [[0.1, 0.4, -0.6], [-0.3, 0.2, -0.3], [-0.2, 0.5, 0.1], [-0.6, -0.7, 0.9], [0.3, 0.7, 0.3], [-1.8, -0.3, -1.0], [-0.5, -0.4, 0.4], [-0.3, 3.5, -0.1], [-0.2, 0.5, -0.5], [-0.6, -1.3, -0.7], [0.2, -0.1, -0.3], [-0.3, 0.0, -0.3], [0.6, -0.7, 0.8], [0.1, -0.1, -0.6], [-0.7, 0.4, -0.1], [0.8, 0.9, 1.4], [-0.1, 0.1, 0.1], [0.6, 0.6, 0.4], [0.1, -0.3, 0.3], [0.9, 0.6, -0.7], [0.9, 1.5, -0.7], [0.0, 0.2, 0.5], [0.6, 0.3, -0.3], [-0.3, -0.2, -1.1], [1.9, 0.6, -0.3], [0.4, -0.1, -0.5], [-0.3, -0.4, 0.5], [-0.9, 0.0, -0.4], [0.2, 0.3, -0.2], [-0.2, 0.3, 0.2], [-0.2, -0.3, 0.4], [0.5, 0.0, 2.0], [1.0, 0.1, -0.7], [-0.6, 0.5, 0.0], [0.7, 0.7, 0.8], [-0.3, -0.2, 0.0], [-0.5, -0.6, -0.4], [2.9, -1.8, -0.4], [0.8, 0.1, 0.2], [1.6, -0.3, 0.8], [0.8, 0.3, -0.3], [0.3, -0.2, 0.3], [-0.3, -0.1, 0.6], [0.0, -0.3, -0.6], [0.6, 0.5, 0.1], [-0.4, 0.0, -0.4], [-0.7, 0.9, -0.5], [0.1, -0.1, -1.0], [0.2, -0.4, 0.6], [0.4, 0.1, 1.2], [0.0, -0.2, 0.0], [-0.1, 0.7, 0.0], [0.9, -1.0, -0.4], [-0.1, -0.2, 0.4], [-0.1, 0.2, 1.0], [-0.6, 0.9, -2.1], [-0.6, -1.2, -0.6], [1.0, 1.0, 1.0], [0.3, -2.7, 0.3], [-0.4, 0.5, 0.9], [0.0, -1.9, 0.6], [-0.2, 0.3, -0.6], [0.0, -0.6, 0.2], [-1.1, 0.1, 1.4], [-1.0, 0.5, 1.2], [0.0, 0.7, 1.1], [0.6, -1.1, -2.5], [0.0, -0.1, -0.5], [0.3, 0.2, 0.2], [-0.8, -2.0, 0.2], [-1.3, 2.5, -2.6], [-0.3, -0.6, 0.3], [-0.4, 0.2, -0.2], [1.2, -1.7, -0.6], [0.3, 0.2, -0.3], [-0.6, -0.8, -1.4], [-0.2, -0.5, -0.7], [-0.3, 0.1, -0.3], [0.0, -0.1, 0.0], [-0.5, -0.9, 0.2], [-0.6, -0.3, 0.3], [-0.3, 0.0, 0.5], [0.3, -0.8, -0.3], [0.2, 0.2, -0.9], [0.7, -0.8, -0.7], [0.3, 0.0, 0.9], [0.3, 0.3, -0.4], [-0.1, 0.2, 0.0], [0.0, 0.1, 0.2], [0.8, 1.1, -0.7], [0.3, -0.2, 0.0], [0.6, -0.4, 0.6], [0.4, 0.9, 0.2], [0.0, 0.3, -0.3], [0.5, 1.7, -0.3], [-0.5, -0.3, 0.4], [0.1, 0.1, 0.3], [-1.0, -1.1, 0.2], [-2.0, 0.0, -0.6], [-1.0, 0.8, 1.4], [0.1, -0.1, -0.5], [-0.3, -2.0, 1.1], [-0.5, 0.1, 0.2], [0.4, 1.1, 1.5], [0.7, -1.0, 1.4], [0.2, 0.0, 0.8], [0.0, -0.1, -0.2], [0.0, 0.0, -0.2], [-0.4, -0.5, 0.1], [0.9, -0.5, 0.4], [0.3, -0.1, 1.0], [0.3, 0.1, -0.1], [0.4, -0.8, 1.8], [0.1, 0.2, -0.2], [0.3, -0.4, -0.1], [-0.6, 0.2, 0.0], [-1.1, 2.7, 0.5], [-0.1, -0.2, 0.0], [0.6, 0.0, 0.5], [-0.1, 0.1, -0.5], [-0.6, 0.3, 0.2], [-0.1, 0.4, -1.6], [-1.1, 0.3, -0.2], [0.8, 0.0, -1.9], [-0.4, -0.3, -0.2], [-0.4, 0.6, -0.5], [-0.1, -0.1, -0.1], [-0.3, 0.4, 0.4], [-0.8, -0.2, -0.7]]}

---

(3)
{"formula": "C17H17ClCrO3S", "method": "ωB97M-V with the def2-TZVPD basis set", "multiplicity": 4, "total_charge": -1, "e_homo_ev": [-2.9876, -3.1917], "elements": ["H", "S", "C", "C", "C", "H", "Cl", "C", "H", "H", "O", "C", "C", "H", "C", "C", "C", "C", "C", "Cr", "C", "H", "H", "O", "C", "H", "H", "C", "C", "C", "H", "H", "H", "C", "H", "H", "H", "H", "O", "H"], "positions_angstrom": [[-1.320, -1.619, 3.955], [1.229, -0.994, 2.881], [1.686, 0.090, -1.522], [-1.794, 1.523, 5.228], [-2.786, 2.366, 5.982], [-0.756, -4.242, -0.736], [-1.881, -1.456, -1.184], [-0.579, 2.082, 4.835], [1.100, -2.471, -4.271], [-1.236, -3.197, -3.200], [2.419, -0.178, 2.737], [0.502, 0.723, -2.051], [-0.271, -3.304, -2.719], [-0.895, 2.234, -1.123], [0.972, -2.910, -3.286], [-2.034, 0.166, 4.947], [1.391, -3.806, -1.194], [-0.082, 1.522, -1.013], [-1.104, -0.582, 4.226], [-0.019, -0.646, -0.296], [-0.010, -3.857, -1.421], [0.610, 1.934, 1.094], [-0.346, 3.105, 5.110], [1.364, -2.284, 3.507], [1.842, 0.517, -0.165], [-2.949, -0.329, 5.298], [0.148, 0.638, -3.071], [0.125, -0.003, 3.889], [0.360, 1.354, 4.122], [0.707, 1.362, 0.171], [-3.090, 3.267, 5.426], [1.905, -4.162, -0.307], [3.069, -3.073, -2.499], [2.003, -3.221, -2.348], [-3.688, 1.806, 6.254], [1.254, 1.842, 3.769], [2.396, -0.524, -2.055], [-2.332, 2.696, 6.925], [0.405, -1.089, 1.628], [2.696, 0.316, 0.464]], "forces_ev_per_angstrom": [[0.2, 0.3, 0.1], [-0.6, 0.5, 0.2], [-0.2, 1.4, 0.5], [0.0, -0.5, 0.1], [-0.1, 0.1, 0.4], [0.1, 0.1, -0.1], [-0.7, 0.6, 0.7], [-0.2, -0.1, -0.1], [0.1, 0.0, 0.1], [0.1, -0.1, 0.1], [-0.1, -0.3, -0.2], [0.4, -0.1, 0.9], [0.9, -0.7, 0.6], [-0.1, -0.6, 0.1], [0.3, -0.5, 0.8], [0.0, 0.2, -0.1], [-0.5, 0.7, -0.3], [1.0, -0.4, -0.1], [0.3, 0.2, 0.6], [0.4, -0.3, 0.1], [0.2, 0.3, -1.1], [-0.2, -0.5, -0.2], [-0.1, 0.1, -0.1], [0.1, 0.3, -0.1], [-0.8, 0.9, -0.9], [0.3, 0.4, -0.3], [-0.1, -0.2, 0.3], [-0.5, -0.1, -0.7], [-0.2, -0.7, 0.3], [1.4, 0.2, -1.0], [0.1, -0.3, 0.1], [-0.1, 0.0, -0.1], [-0.1, 0.0, 0.0], [-0.7, 0.3, -0.5], [0.2, 0.1, -0.2], [0.3, -0.2, 0.0], [-0.4, -0.2, 0.0], [-0.1, 0.1, -0.1], [-0.1, -0.5, 0.1], [-0.4, -0.3, 0.2]]}

---

(4)
{"formula": "C23H35OSn", "method": "ωB97M-V with the def2-TZVPD basis set", "multiplicity": 1, "total_charge": 1, "e_homo_ev": [-9.9562, -10.4967], "elements": ["H", "H", "C", "C", "H", "H", "H", "C", "H", "H", "H", "C", "C", "O", "C", "Sn", "C", "H", "C", "H", "H", "H", "H", "C", "H", "C", "H", "C", "H", "H", "H", "H", "C", "H", "C", "H", "C", "C", "H", "H", "H", "C", "H", "H", "C", "H", "H", "H", "H", "H", "C", "H", "C", "C", "C", "H", "H", "C", "H", "C"], "positions_angstrom": [[-3.163, 2.170, 0.595], [3.888, 2.857, -1.185], [-3.406, 1.298, -0.043], [0.661, 3.156, -1.957], [-3.041, 1.343, -3.183], [2.025, -1.707, -3.864], [4.168, -1.268, -0.852], [2.036, -1.392, -0.834], [-0.115, -4.607, 0.832], [-1.088, -2.617, -3.243], [-2.473, -0.028, 1.434], [0.700, 2.816, -3.338], [3.285, -0.606, -0.880], [0.215, 0.580, 2.023], [1.131, -1.627, -1.927], [-0.356, 0.233, -0.277], [1.522, -2.061, 0.322], [-3.010, -0.853, -0.078], [-3.300, 0.715, -2.342], [2.755, -1.240, 1.876], [1.444, -2.303, 2.449], [-3.122, 3.499, -0.986], [-0.503, -3.226, 1.871], [-3.818, 3.002, -1.655], [0.347, -1.129, -3.863], [1.953, 2.696, -3.982], [-4.685, 3.654, -1.768], [0.300, -2.715, -0.049], [1.653, -0.065, -3.301], [0.767, 2.008, 4.298], [-0.330, 3.582, -1.797], [3.353, -0.004, -1.791], [0.066, -2.464, -1.443], [-2.023, -2.891, -1.754], [1.291, -1.104, -3.300], [-3.740, -0.168, -2.702], [-2.775, 0.086, 0.409], [3.031, 2.784, -3.189], [1.849, 0.593, 4.209], [-0.254, 2.736, -3.904], [-3.310, 3.058, -2.612], [-1.041, -3.042, -2.232], [1.949, 2.596, -5.106], [2.195, 1.017, 1.735], [1.359, 1.454, 2.274], [2.879, -2.994, 1.672], [3.363, 0.085, -0.026], [1.137, 2.416, 1.807], [4.035, 2.948, -3.628], [-0.347, 0.600, 2.815], [-0.512, -3.577, 0.829], [2.478, 2.221, 3.924], [2.174, -2.145, 1.641], [-4.010, 1.526, -1.227], [2.995, 2.726, -1.749], [-0.904, -4.132, -2.344], [-2.312, 0.465, -1.952], [1.614, 1.566, 3.773], [-1.560, -3.634, 0.500], [1.806, 2.551, -1.117]], "forces_ev_per_angstrom": [[-0.8, -0.5, -0.1], [0.8, -0.3, 0.2], [0.5, -0.3, 2.4], [0.7, -3.2, -0.5], [-0.5, 0.0, -0.3], [-0.2, 0.2, 0.1], [-0.2, 0.2, 0.0], [-0.7, -0.1, 1.0], [-0.1, 0.2, 0.0], [0.0, -0.1, 0.3], [-0.3, 0.1, 0.5], [0.1, 0.5, 0.8], [0.6, 0.2, -0.1], [-0.1, 0.1, 0.4], [-2.0, -0.9, 0.7], [0.7, -1.4, -0.4], [-1.3, 0.2, -0.9], [-0.2, -0.1, 0.0], [-0.2, 0.2, 0.3], [-0.2, -0.3, 0.0], [0.2, 0.1, -0.2], [-0.2, 0.2, 0.4], [0.0, -0.1, -0.3], [-0.8, 0.7, 0.1], [0.3, 0.0, 0.2], [-2.1, -0.6, -1.3], [-0.2, -0.2, 0.2], [1.3, 1.2, 0.3], [-0.1, -0.2, 0.0], [-0.1, 0.0, 0.0], [0.2, -0.5, 1.6], [0.0, -0.2, 0.2], [1.3, 1.7, -0.7], [0.3, -0.1, -0.2], [0.3, 0.1, -0.8], [-0.7, -1.3, -0.4], [0.3, -0.1, -0.7], [3.2, 0.2, 1.0], [-0.1, 0.1, -0.1], [0.8, 0.6, 0.4], [-0.2, -0.1, -0.2], [-0.6, -0.4, -0.5], [0.4, 0.2, 1.5], [0.1, -0.1, 0.1], [-0.3, 0.1, 0.4], [-0.2, 0.3, 0.1], [0.0, -0.3, -0.2], [0.1, 0.0, 0.2], [-0.7, -0.3, 0.3], [0.0, -0.1, -0.3], [-0.5, -0.5, 0.4], [-0.1, -0.1, 0.1], [0.5, -0.2, 0.8], [3.6, 1.5, -2.2], [-0.2, -0.4, -1.3], [-0.1, 0.3, 0.0], [0.1, -0.5, 0.0], [0.4, 0.1, -0.5], [0.3, 0.0, 0.1], [-3.3, 3.9, -2.6]]}